{
  "formula": "C16H9AlF5N2O3S6",
  "method": "wB97M-V/def2-TZVPD",
  "elements": ["Al", "O", "C", "C", "C", "C", "C", "C", "C", "O", "N", "N", "C", "S", "C", "C", "S", "H", "H", "H", "H", "H", "H", "H", "H", "H", "S", "S", "S", "S", "F", "C", "C", "F", "C", "F", "C", "O", "C", "F", "C", "F"],
  "xyz": [[-0.981488, 1.063171, -1.630981], [2.525612, 1.194271, 2.491719], [3.256412, 1.157271, 1.366419], [4.648712, 1.154771, 1.481019], [5.451512, 1.136171, 0.359319], [4.884312, 1.091371, -0.905581], [3.514212, 1.078571, -1.037881], [2.685312, 1.121171, 0.081919], [1.237912, 1.127871, -0.155581], [0.809812, 1.112871, -1.362181], [0.420712, 1.146371, 0.864919], [-0.886988, 1.114771, 0.467519], [-1.748088, 1.129271, 1.420119], [-3.454188, 1.002771, 1.165619], [-3.825788, 0.754071, 2.957319], [-2.859988, 1.597071, 3.745819], [-1.187788, 1.264871, 3.083719], [1.572612, 1.190171, 2.248319], [5.078312, 1.169471, 2.470319], [6.526712, 1.156271, 0.471219], [5.507812, 1.064171, -1.783781], [3.048112, 1.040371, -2.011381], [-3.709488, -0.305129, 3.182919], [-4.862988, 1.046671, 3.108519], [-2.841888, 1.353571, 4.806919], [-3.056588, 2.660171, 3.603219], [-3.331688, 0.980371, -1.803481], [-3.928088, 2.927171, -2.008781], [-2.528688, 3.700571, -3.324181], [-0.743888, 3.230471, -2.418681], [-0.834688, -6.104229, -1.516381], [-0.887788, -4.764029, -1.628481], [-1.296088, -3.980929, -0.555681], [-1.663788, -4.566929, 0.594519], [-1.330488, -2.603929, -0.674581], [-1.708188, -1.864829, 0.382919], [-0.978788, -1.935429, -1.865081], [-1.024088, -0.651029, -1.950781], [-0.578888, -2.762729, -2.933081], [-0.219988, -2.197829, -4.097481], [-0.536788, -4.141729, -2.819581], [-0.160888, -4.887429, -3.870681]],
  "forces_ev_per_a": [[-0.9847, 0.5801, 0.6975], [0.1301, 0.0001, 0.1928], [-0.0264, -0.0271, -0.2699], [-0.1064, 0.0295, 0.1401], [-0.0848, -0.0226, 0.0902], [0.1183, -0.0126, -0.1943], [0.0128, 0.0231, 0.1126], [0.1184, 0.0141, -0.0244], [-0.3732, 0.0028, 0.2142], [0.7067, -0.0662, -0.3243], [0.8240, 0.0727, 0.7541], [-0.7646, -0.0418, -0.6400], [0.5794, 0.0371, -0.0414], [-0.6749, -0.0834, 0.7058], [0.2248, 0.0048, -0.4680], [0.4440, 0.0640, -0.1398], [-0.3563, -0.0021, 0.0928], [-0.0457, -0.0016, -0.1998], [0.0209, 0.0392, 0.1423], [0.0661, -0.0310, 0.0278], [0.1189, 0.0061, -0.1295], [-0.0295, 0.0222, -0.0189], [-0.0042, -0.0186, 0.0575], [-0.0382, 0.0459, 0.0047], [-0.0375, 0.0122, 0.0374], [-0.0943, -0.0339, 0.1164], [0.1752, -0.1161, -0.6418], [0.0946, 0.3831, 0.1176], [-0.2271, -0.1865, -0.0352], [0.0642, -0.2047, -0.0227], [-0.0440, 0.1232, -0.0204], [-0.0153, 0.1738, -0.0222], [0.0504, -0.0610, -0.1775], [0.0802, 0.0385, -0.0871], [0.0359, 0.1008, -0.1430], [0.0195, -0.1656, -0.1079], [0.0821, -0.5715, 0.2243], [0.1266, -0.2407, -0.5588], [-0.0594, 0.1904, 0.1225], [-0.0549, -0.0812, 0.1383], [-0.0751, -0.0483, 0.1687], [0.0034, 0.0529, 0.1096]],
  "total_charge": -1,
  "fmax_ha_per_bohr": 0.026,
  "de_lowest_ev": 0.0000,
  "energy_ha": -4081.5356,
  "homo_lumo_gap_ev": 6.7
}